C20H19N5O2Re | ωB97M-V/def2-TZVPD

Output
relative energy (zero: lowest compared OMol25 entry of this formula, charge and spin) = 0.0 kcal/mol
molecular weight = 547.61 g mol⁻¹
LUMO level (spin up / spin down) = -13.197 / -17.205 eV

```
! RIJCOSX wB97M-V def2-TZVPD def2/J DEFGRID3
* xyz 4 4
Re 0.0576 0.2074 0.4130
O -0.9056 -1.1361 2.9962
O 2.6288 1.6423 1.2745
N -1.2112 -1.7937 -0.3362
N 1.7848 -1.4487 0.7241
N 3.6573 -2.1869 5.0071
N 1.3708 0.3497 -1.6760
N -0.9165 1.7349 1.0283
C 3.5229 -2.2967 3.8387
C -1.8549 -2.7604 -0.2728
C -3.1397 0.3522 -1.7050
C -1.3309 0.7229 -3.2528
C 3.9836 -3.0571 1.5117
C 3.2706 0.8712 -3.3882
C -0.5457 -0.5798 2.0256
C -2.6170 -3.9989 -0.2845
C -1.9665 2.4578 -1.7081
C 2.4494 -2.2092 -0.1761
C -1.1543 2.0009 -2.7481
C 3.2677 -2.3171 2.4359
C -2.3263 -0.1041 -2.7292
C 3.5689 -2.9759 0.1823
C -2.9555 1.6362 -1.1881
C 2.2258 0.6049 -2.4099
C -1.5668 3.6124 2.7050
C 1.6129 1.1433 0.9744
C -1.2082 2.5850 1.7844
C 2.2237 -1.4966 1.9911
H -1.2095 3.4005 3.7294
H -0.7065 0.3686 -4.0710
H -2.3298 -4.6137 -1.1489
H -2.4478 -4.5940 0.6258
H -3.6146 2.0042 -0.4029
H -1.8467 3.4730 -1.3318
H -0.3916 2.6541 -3.1679
H -1.1267 4.5608 2.3559
H -2.6664 3.6747 2.7038
H 4.0962 -3.4954 -0.6290
H 1.7576 -0.8079 2.7097
H 4.8290 -3.6533 1.8137
H 2.0833 -2.1487 -1.2162
H 4.1756 1.2871 -2.9195
H -3.9292 -0.2838 -1.3092
H -2.4742 -1.1016 -3.1391
H -3.6951 -3.7949 -0.3550
H 2.9204 1.5940 -4.1387
H 3.5566 -0.0519 -3.9131
*
```

Here are the Mulliken charges for atoms 1 to 8, given in e: 1.755, -0.369, -0.363, -0.642, -0.238, -0.079, -0.622, -0.437